No. 1
DFT (ωB97M-V/def2-TZVPD) results for 9 unconnected molecules or ions with the total composition C5H28NO10 at a distorted geometry.

- E_LUMO: 2.908 eV
- HOMO: -5.90 eV
- Energy relative to the best compared isomer or geometry (same formula, charge and spin): 0.000 eV
- DFT total energy: -1014.54086 Ha
- Orbital gap: 8.8 eV

```
! wB97M-V def2-TZVPD RIJCOSX def2/J DEFGRID3
* xyz -1 1
C -2.9062 -1.5688 -0.2494
N -1.7123 -1.1389 0.5083
C -0.4828 -1.2503 -0.3127
C 0.5903 -0.2727 0.2138
C 0.8546 0.8939 -0.7895
O 0.2098 2.0370 -0.3886
C 0.0900 -2.6863 -0.3235
O 1.2035 -2.7690 -1.1558
H -2.9318 -2.5981 -0.5566
H -3.8027 -1.3741 0.3766
H -2.9809 -0.8803 -1.1643
H -1.6363 -1.7479 1.4016
H -0.7861 -0.9916 -1.3549
H 0.2765 0.2031 1.1812
H 1.5354 -0.8201 0.4360
H 1.9376 1.1198 -0.8083
H 0.5559 0.6011 -1.8184
H -0.8015 2.4161 -1.3651
H 0.4595 -2.9848 0.6692
H -0.7262 -3.3509 -0.6568
H -1.9871 0.8108 1.0815
H -0.9933 1.9116 0.6615
O -1.7493 1.6909 1.2881
H -0.6872 1.6458 2.6572
H 0.7400 2.2537 2.7575
O 0.1337 1.6414 3.2075
H -1.9077 0.5561 -4.1914
H -0.2664 -0.7304 -3.5626
O -1.5905 0.2899 -3.3551
H 0.9920 2.7741 0.7155
H 2.4541 2.4692 1.4064
O 1.6514 3.0369 1.5095
H 1.2959 -0.6232 -3.9245
H 1.0947 -2.2931 -1.9982
O 0.5784 -1.2577 -3.7404
H 2.7256 -1.1024 2.6757
H 3.1933 -1.7144 1.3794
O 3.5420 -1.3370 2.1554
H 0.5694 -1.2761 2.8060
H 0.8187 0.0674 3.3715
O 1.1918 -0.8243 3.3559
H -2.3838 2.2888 -1.3305
H -1.5448 1.1738 -2.7162
O -1.6774 2.4055 -1.9838
*
```

=====

No. 2
DFT (ωB97M-V/def2-TZVPD) results for 10 unconnected molecules or ions with the total composition C5H28NO10S at a distorted geometry.

- E_LUMO: 2.710 eV
- HOMO: -3.73 eV
- Energy relative to the best compared isomer or geometry (same formula, charge and spin): 3.212 eV
- DFT total energy: -1412.62150 Ha
- Orbital gap: 6.4 eV

```
! wB97M-V def2-TZVPD RIJCOSX def2/J DEFGRID3
* xyz -1 1
C 1.2864 2.0979 -0.4552
C 0.9187 3.1280 -1.4956
S 0.1250 2.4417 -2.9288
C 1.4632 0.5707 -0.8010
N 0.4438 -0.3557 -0.6800
C -0.7936 -0.0050 -0.0740
C -0.6646 -0.2303 1.4014
O 2.4816 0.1076 -1.2783
H 0.5869 2.0687 0.4002
H 2.1776 2.4278 0.1035
H 1.8627 3.7084 -1.9677
H 0.3933 4.1182 -1.1488
H 0.7369 -1.3023 -1.0165
H -1.0495 0.9716 -0.3422
H -1.6182 -0.5867 -0.6699
H 0.4777 -0.5833 1.6824
H -0.5412 0.6064 2.0905
H -1.3512 -0.9772 1.8419
H -2.8919 0.4778 -2.3914
H -2.8986 1.8917 -2.3859
O -3.3842 1.1851 -2.0059
H 2.2268 -0.8340 1.4564
H 3.2105 -1.8361 1.0224
O 2.9216 -1.4079 1.8528
H 1.6012 -3.4601 2.8318
H 1.4403 -2.3415 1.8275
O 0.9653 -3.1418 2.1582
H 0.3040 -3.3300 -0.5437
H -0.5560 -2.8825 -1.7172
O 0.2693 -3.2168 -1.4331
H -0.8456 0.3323 -2.7491
H -0.7533 -0.6597 -4.0703
O -1.1839 -0.5425 -3.1413
H -2.4382 2.8445 -0.6791
H -1.4912 3.9636 -0.6013
O -1.8455 3.2897 -0.0216
H -1.9429 1.2684 2.8754
H -2.7399 2.3809 2.4446
O -2.9383 1.4787 2.6183
H 2.2928 -3.3904 -1.2364
H 2.8647 -1.8294 -1.3532
O 2.6085 -2.6295 -0.5951
H -1.2527 -1.5992 3.9458
H -0.1300 -2.3748 3.2612
O -0.3485 -1.8429 3.9684
*
```